The following is a DFT calculation (ωB97M-V with the def2-TZVPD basis set) of an isolated molecule of C6H13NO2 in a non-equilibrium geometry.

SMILES string: CC(C)=C(N)C(C)(O)O
Molar mass (g mol⁻¹): 131.18
HOMO level (eV): -7.4936
Lowest unoccupied orbital energy (eV): 0.6
ΔE to the lowest compared entry with this formula, charge and spin (kJ/mol): 128.0
Frontier orbital gap (eV): 8.1
Total energy (eV): -12017.3987

Geometry as XYZ:
```
22
Properties=species:S:1:pos:R:3:forces:R:3
C 1.250456 1.295465 -0.763597 0.1 -0.1 -0.2
C 0.939013 0.513623 0.478428 -0.3 0.0 0.3
C 1.854864 0.752746 1.651967 -0.3 0.3 0.1
C -0.122499 -0.299818 0.630750 0.8 0.1 -0.1
N -0.459579 -0.857997 1.864391 0.0 -0.2 0.2
C -0.960514 -0.783706 -0.532366 0.6 -0.3 -1.4
C -1.703447 0.320433 -1.290977 -0.1 -0.4 0.5
O 0.024891 -1.431209 -1.430817 -0.8 0.4 0.8
O -1.876582 -1.736683 -0.059671 0.0 -0.1 0.0
H 2.277705 1.658319 -0.734695 0.0 0.0 0.0
H 1.160695 0.675707 -1.647751 -0.1 0.0 -0.2
H 0.599152 2.167055 -0.866427 0.0 0.0 0.0
H 2.697770 1.393019 1.370145 -0.2 -0.2 0.1
H 1.312340 1.251239 2.470774 0.2 -0.1 0.0
H 2.257953 -0.189646 2.031885 0.1 0.0 0.1
H 0.325807 -0.996525 2.482270 0.0 0.1 0.0
H -1.019030 -1.693254 1.776212 0.0 0.0 0.1
H -2.156121 1.014407 -0.587631 0.0 0.1 0.0
H -1.038111 0.837445 -1.950161 0.3 0.4 -0.2
H -2.498998 -0.113368 -1.887793 -0.2 -0.2 -0.2
H -0.406263 -1.770861 -2.224072 -0.2 0.1 0.1
H -2.459503 -2.006390 -0.780866 0.1 0.1 0.1
```
Forces are in eV/Å.